Formula: C8H16O2
Source: OMol25
Level of theory: the ωB97M-V functional and the def2-TZVPD basis

Each line ends with the Mulliken charge.
Cartesian coordinates (Å):
1 C 0.76530 -0.12808 -2.04388  -1.56
2 C 0.37468 0.79142 -0.89825  0.99
3 O 0.90466 1.88949 -0.77361  -0.64
4 C 0.60677 -0.20427 0.70316  1.75
5 C -0.11305 -1.53110 0.93302  -1.59
6 C 2.10571 -0.50514 0.64345  -1.96
7 C 0.34025 0.77456 1.83792  -1.67
8 H 0.19839 -1.05528 -2.03370  0.25
9 H 0.61055 0.40240 -2.98540  0.47
10 H 1.83216 -0.33206 -1.99029  0.34
11 H -0.03583 -2.19614 0.06927  0.32
12 H 0.30761 -2.06018 1.79464  0.46
13 H -1.16345 -1.41000 1.21073  0.29
14 H 2.45166 -0.84827 1.62402  0.49
15 H 2.67438 0.38662 0.38057  0.40
16 H 2.33967 -1.29030 -0.07622  0.39
17 H 0.70593 0.37612 2.78985  0.45
18 H 0.86907 1.71301 1.66850  0.35
19 H -0.72232 0.99339 1.96469  0.25
20 C -1.63271 1.39280 -1.16469  -0.88
21 C -2.24203 0.44156 -0.38567  0.08
22 O -2.46077 -0.80013 -0.83328  -0.47
23 H -2.00520 1.58393 -2.16175  0.37
24 H -1.29439 2.32482 -0.74242  0.33
25 H -2.65267 0.66750 0.58974  0.34
26 H -2.76436 -1.37666 -0.12042  0.44

## Properties
- Energy above the lowest of the compared OMol25 structures with the same formula, charge and spin: 433.8 kJ/mol
- E_LUMO (alpha / beta): 0.0084 / 0.0084 Eh
- Calculated total energy: -464.76450 hartree
- HOMO-LUMO gap (alpha / beta): 0.3000 / 0.2999 Ha
- SMILES string: CC(=O)C(C)(C)C.C=CO



Formula: C8H17BN2
Source: OMol25
Level of theory: the ωB97M-V functional and the def2-TZVPD basis

Each line ends with the Mulliken charge.
Cartesian coordinates (Å):
1 B 0.55118 0.02784 0.58083  0.29
2 C -1.81856 -0.63870 -1.80310  -0.07
3 C -1.51233 0.40246 -1.06982  0.03
4 C 2.11889 -1.13100 1.86357  -0.57
5 C 2.62307 0.30117 1.61678  -0.62
6 C -2.94308 -0.67485 -2.81505  -1.18
7 C -2.11551 1.75286 -0.98587  -1.23
8 C 0.07988 -2.40745 1.30121  -1.00
9 C 1.83518 2.27390 0.38525  -0.95
10 N 0.80063 -1.17091 1.24885  -0.05
11 N 1.60784 0.91670 0.77448  0.02
12 H -1.24287 -1.55138 -1.74151  0.39
13 H 2.77833 -1.87656 1.39810  0.29
14 H 2.05405 -1.36269 2.93406  0.29
15 H 2.72890 0.86143 2.55640  0.32
16 H 3.59664 0.31021 1.10947  0.30
17 H -3.70485 0.06416 -2.57638  0.30
18 H -3.40336 -1.66136 -2.83481  0.33
19 H -2.55636 -0.45996 -3.81164  0.27
20 H -1.73818 2.30866 -0.12899  0.29
21 H -1.88460 2.32272 -1.88951  0.30
22 H -3.20322 1.68761 -0.89557  0.40
23 H 0.54586 -3.17365 0.66440  0.30
24 H 0.04449 -2.79277 2.32622  0.32
25 H -0.93463 -2.23682 0.95001  0.33
26 H 1.01261 2.61575 -0.23856  0.29
27 H 1.91171 2.92822 1.26302  0.30
28 H 2.76826 2.36440 -0.18186  0.31

## Properties
- Energy above the lowest of the compared OMol25 structures with the same formula, charge and spin: 204.5 kJ/mol
- E_LUMO: 0.0269 Eh
- Calculated total energy: -449.29669 hartree
- HOMO-LUMO gap: 0.3085 Ha



Formula: C8H17ClFN3O5PS
Source: OMol25
Level of theory: the ωB97M-V functional and the def2-TZVPD basis

Each line ends with the Mulliken charge.
Cartesian coordinates (Å):
1 N 3.59619 1.55377 1.11451  -0.20
2 C 2.37089 1.24962 0.80177  0.40
3 N 1.97717 -0.09946 0.79356  -0.24
4 Cl 1.08667 -0.46479 2.22103  -0.01
5 C 1.12244 -0.13531 -0.43770  -0.31
6 C 0.51857 1.30167 -0.54472  0.08
7 C -0.97396 1.28519 -0.28643  -0.75
8 C -1.66557 2.64441 -0.35717  -0.80
9 C -1.64336 3.34204 0.99644  -0.49
10 F -1.76786 4.70179 0.82919  -0.32
11 N 1.37237 2.07342 0.43498  0.28
12 P 1.70008 3.75447 0.09985  0.25
13 O 1.55365 4.62866 1.25677  -0.54
14 H 4.14121 0.84299 1.57811  0.33
15 H 4.04966 2.42391 0.89065  0.20
16 H 0.37119 -0.88214 -0.22635  -0.02
17 H 1.76175 -0.41023 -1.26680  0.34
18 H 0.76038 1.62731 -1.55444  0.35
19 H -1.38993 0.60022 -1.02145  0.40
20 H -1.14700 0.81459 0.68155  0.36
21 H -2.70465 2.48343 -0.62731  0.36
22 H -1.22324 3.29154 -1.11067  0.39
23 H -2.47160 3.00873 1.61472  0.35
24 H -0.71135 3.15252 1.52719  0.35
25 H 0.87428 4.05783 -0.98701  0.15
26 H 3.01898 3.71994 -0.39550  0.14
27 C -0.77428 -5.38992 0.07290  -0.31
28 C -1.30900 -5.40954 -1.34429  -0.34
29 O -2.28904 -4.35462 -1.35604  -0.29
30 S -1.83825 -3.18328 -0.38740  1.15
31 O -1.19486 -2.15574 -1.13854  -0.55
32 O -2.90459 -2.86215 0.48182  -0.58
33 O -0.70661 -3.98599 0.39805  -0.31
34 H -1.45503 -5.87544 0.77234  0.30
35 H 0.21517 -5.82834 0.15707  0.31
36 H -1.78711 -6.34769 -1.60631  0.32
37 H -0.53338 -5.17344 -2.07439  0.27

## Properties
- E_LUMO: -0.1579 Eh
- Calculated total energy: -2154.80669 hartree
- HOMO-LUMO gap: 0.3535 Ha
- Net charge: +1



calculated total energy of number 1 (C8H16O2)?
-464.76450 hartree